No. 1
ORCA calculation (ωB97M-V with the def2-TZVPD basis set) on a molecular structure, C33H61BN6PdSb at a distorted geometry.

```
103
C33H61BN6PdSb | the OMol25 dataset | ωB97M-V with the def2-TZVPD basis set
Pd -0.65054 -0.72555 0.50280
C 4.83392 -2.19517 -0.08915
C 3.44424 -2.40881 0.40384
C 2.96899 -3.46358 1.15979
C 1.61118 -3.18222 1.36052
N 1.31214 -2.03679 0.76830
N 2.41228 -1.56717 0.18393
B 2.46640 -0.21894 -0.56673
N 1.45364 -0.26360 -1.73553
N 0.44223 -1.13656 -1.72598
C 0.00493 -1.27696 -2.96803
C 0.73443 -0.43316 -3.81731
C 1.64798 0.19513 -2.99555
C 2.65942 1.21782 -3.37472
C -0.99047 -2.33118 -3.36044
C -0.23629 -3.41743 -4.14479
C -2.08140 -1.74038 -4.26162
C -1.57728 -2.96468 -2.09436
N 2.20746 0.88181 0.48126
N 1.26892 0.70613 1.40808
C 1.49125 1.56386 2.39010
C 2.60675 2.35398 2.07221
C 3.03866 1.88323 0.84877
C 4.19511 2.35167 0.03588
C 0.67201 1.61718 3.65029
C -0.17479 2.89448 3.65157
C -0.22147 0.37731 3.72065
C 1.60772 1.64421 4.87032
C 0.57415 -3.97682 2.11067
C 0.03352 -3.11751 3.25528
C -0.59316 -4.27365 1.16713
C 1.17418 -5.27621 2.65349
H 5.46096 -3.03125 0.20981
H 5.24620 -1.27844 0.32779
H 4.85317 -2.11685 -1.17417
H 3.54569 -4.29518 1.51561
H 3.55148 -0.06913 -1.03306
H 0.61268 -0.30200 -4.87505
H 2.61614 1.39189 -4.44828
H 3.65734 0.88229 -3.10123
H 2.46280 2.15537 -2.85852
H 0.20795 -3.02473 -5.05972
H -0.92022 -4.22450 -4.40931
H 0.56323 -3.81922 -3.52396
H -1.63519 -1.25796 -5.12905
H -2.67220 -0.99940 -3.72876
H -2.74317 -2.52998 -4.61258
H -0.97367 -3.81623 -1.79408
H -2.60329 -3.29638 -2.24793
H -1.52495 -2.24397 -1.27120
H 3.04864 3.13505 2.66153
H 4.60772 3.26071 0.47200
H 3.88687 2.55478 -0.98779
H 4.97930 1.59368 0.00476
H -0.87358 2.87163 2.81590
H 0.45471 3.77700 3.54862
H -0.73635 2.97867 4.58189
H -0.57984 0.11967 2.71073
H -1.06771 0.53017 4.38936
H 0.36678 -0.46208 4.07988
H 2.22873 2.53967 4.87650
H 2.26591 0.77683 4.85967
H 1.02120 1.62912 5.79022
H -0.40087 -2.21541 2.81568
H 0.83029 -2.83137 3.93909
H -0.73331 -3.65288 3.81528
H -0.96618 -3.31770 0.78251
H -1.39276 -4.79094 1.69721
H -0.27194 -4.88484 0.32658
H 1.98873 -5.06181 3.34349
H 1.56581 -5.88620 1.84077
H 0.41539 -5.85097 3.18474
C -3.33305 3.93866 1.83210
C -3.53271 3.21145 0.51666
C -3.72122 4.21182 -0.60249
Sb -1.88206 1.70471 0.27132
C -0.52426 2.59226 -1.24210
C 0.17658 3.80094 -0.64711
C -1.10583 2.89611 -2.61048
C -2.99123 0.27664 -1.01137
C -4.16637 0.81211 -1.81424
C -3.41432 -0.85253 -0.07288
H -4.16694 4.61439 2.02922
H -2.42137 4.53096 1.80702
H -3.26876 3.23818 2.66148
H -4.43647 2.60121 0.60194
H -2.85708 4.86992 -0.66730
H -4.60021 4.83314 -0.40630
H -3.86429 3.71977 -1.55914
H 0.21129 1.79276 -1.34970
H -0.52457 4.61254 -0.45319
H 0.94005 4.17934 -1.33015
H 0.66168 3.53277 0.29003
H -1.79782 3.73274 -2.57145
H -1.61869 2.03077 -3.02275
H -0.30669 3.16249 -3.30765
H -2.21531 -0.09462 -1.69218
H -4.91696 1.25356 -1.15905
H -4.64408 0.00746 -2.38256
H -3.84663 1.57765 -2.52135
H -4.12684 -0.49971 0.67791
H -2.50467 -1.23070 0.46183
H -3.87977 -1.67434 -0.62167
```

Summary:
Total charge   -1
E_tot   -54848.685 eV
Lowest unoccupied orbital energy   2.69 eV
HOMO-LUMO gap   5.650 eV

---

No. 2
ORCA calculation (ωB97M-V with the def2-TZVPD basis set) on 3 unconnected molecules or ions with the total composition C33H61ClF3NO12P2 at a distorted geometry.

```
113
C33H61ClF3NO12P2 | the OMol25 dataset | ωB97M-V with the def2-TZVPD basis set
C 10.56860 -3.77601 3.77611
O 11.78160 -3.19837 4.19263
C 12.85944 -3.56691 3.35832
C 12.77118 -3.03259 1.91211
C 12.26019 -1.57949 1.80750
C 11.37328 -1.32518 0.54629
C 9.89324 -1.08049 0.88093
C 9.65863 0.15875 1.79704
C 9.12754 -0.24055 3.21273
C 7.70245 0.33527 3.46225
C 6.84568 -0.81741 4.05924
C 5.42841 -0.37382 4.49793
C 4.29081 -0.72884 3.51529
C 4.28895 -2.16687 2.99476
C 3.50382 -3.25523 3.73431
O 2.14727 -2.93195 4.10995
C 1.38384 -3.99580 4.07530
N 0.64346 -4.83049 3.77529
O 3.49432 -4.30969 2.77617
C 3.40594 -3.75994 1.50750
O 3.28548 -4.37720 0.50625
C 3.45798 -2.21774 1.65130
Cl 4.65479 -1.63472 0.40437
C 2.14914 -1.42462 1.57145
C 0.93226 -2.20920 0.98108
C 0.73351 -2.04219 -0.49782
F -0.48106 -1.53126 -0.89983
C 1.62438 -2.38694 -1.51515
F 2.56349 -1.55593 -1.90084
F 1.54607 -3.52356 -2.16431
H 9.78767 -3.39505 4.44494
H 10.27324 -3.49887 2.75516
H 10.55512 -4.87366 3.86827
H 13.02298 -4.65656 3.33349
H 13.75814 -3.14158 3.82368
H 13.74774 -3.14516 1.43040
H 12.07385 -3.67653 1.35755
H 13.13688 -0.92640 1.71663
H 11.71367 -1.25737 2.69941
H 11.41392 -2.24523 -0.05557
H 11.80030 -0.52480 -0.06518
H 9.38511 -0.87342 -0.07207
H 9.44849 -2.00110 1.27448
H 8.94000 0.81068 1.29130
H 10.59685 0.72221 1.86384
H 9.82966 0.06804 3.99468
H 9.09664 -1.33440 3.24795
H 7.23249 0.58228 2.50518
H 7.71194 1.16583 4.17200
H 6.86048 -1.62101 3.31471
H 7.34783 -1.22351 4.94834
H 5.22663 -0.71538 5.52022
H 5.44518 0.72305 4.56737
H 3.33207 -0.57592 4.02955
H 4.28862 -0.00584 2.69304
H 5.21864 -2.62630 2.66337
H 4.06891 -3.61124 4.60068
H 1.83592 -0.99794 2.52449
H 2.33693 -0.57280 0.91220
H 0.03621 -1.77970 1.44777
H 0.92412 -3.27727 1.23050
C -7.77862 -1.91985 -2.42034
C -7.99441 -0.44017 -2.69749
O -6.82392 0.32156 -2.45491
P -5.55819 0.15155 -3.49031
O -6.06924 1.07469 -4.57473
O -4.54694 1.27338 -2.80686
C -4.08913 2.37664 -3.58544
C -5.02188 3.57077 -3.47525
O -4.88175 -0.92476 -2.40149
C -3.83541 -1.79704 -2.88543
C -2.62024 -1.04097 -3.38688
H -7.06842 -2.35653 -3.12869
H -8.71851 -2.46754 -2.50556
H -7.37093 -2.06933 -1.42079
H -8.32581 -0.27904 -3.72888
H -8.76856 -0.05568 -2.03354
H -3.95787 2.08251 -4.62693
H -3.09840 2.64730 -3.21259
H -6.06985 3.28367 -3.55248
H -4.80256 4.30669 -4.25072
H -4.90547 4.05135 -2.50124
H -4.24217 -2.43530 -3.67489
H -3.55544 -2.44077 -2.05211
H -2.85405 -0.46094 -4.28514
H -1.81684 -1.73466 -3.63785
H -2.26121 -0.34374 -2.63194
C -13.51176 4.61717 -0.49065
C -13.39381 3.69649 -1.69380
O -12.39313 4.12459 -2.61563
P -10.81574 4.01235 -2.17874
O -10.57154 2.54412 -2.31945
O -10.10564 4.48514 -3.58724
C -9.14670 3.58541 -4.17103
C -9.80931 2.58489 -5.09871
O -10.78426 5.56620 -1.59924
C -9.71256 5.90983 -0.69311
C -8.33955 5.76606 -1.32347
H -12.61053 4.57820 0.12681
H -14.35950 4.32760 0.13236
H -13.64262 5.65164 -0.80777
H -13.18296 2.67070 -1.37482
H -14.33661 3.68805 -2.24052
H -8.57781 3.08380 -3.38775
H -8.42784 4.18359 -4.73501
H -10.72292 2.16751 -4.67762
H -9.12946 1.76410 -5.33409
H -10.09725 3.07354 -6.03199
H -9.78981 5.28753 0.20284
H -9.87882 6.94359 -0.39202
H -8.10975 4.72012 -1.54654
H -7.56964 6.13884 -0.64645
H -8.28555 6.31914 -2.26046
```

Summary:
Structure (SMILES)   COCCCCCCCCCCC[C@H]1[C@@H](OC#N)OC(=O)[C@@]1(Cl)CCC(F)=C(F)F.CCOP(=O)(OCC)OCC.CCOP(=O)(OCC)OCC
E_tot   -100516.270 eV
Lowest unoccupied orbital energy   -1.13 eV
HOMO-LUMO gap   6.572 eV

---

No. 3
ORCA calculation (ωB97M-V with the def2-TZVPD basis set) on 4 unconnected molecules or ions with the total composition C33H61N5O6S at a distorted geometry.

```
106
C33H61N5O6S | the OMol25 dataset | ωB97M-V with the def2-TZVPD basis set
C 2.60547 2.37125 4.55447
C 1.10483 1.87805 4.20129
C 0.89661 0.35371 4.73459
N -0.33305 0.32464 5.58824
C -0.03801 0.13716 7.01850
C -0.63115 1.19919 8.01863
C -0.43064 1.12137 9.56839
C 0.40368 -0.04903 10.20583
C 1.00406 -1.07735 9.20970
C 0.80859 -0.99815 7.64458
N 1.40536 -2.02505 6.76265
C 2.85224 -2.21677 6.99698
C 3.85276 -2.13733 5.81724
C 5.38200 -2.37269 6.10326
C 5.88660 -2.68365 7.56010
C 4.90369 -2.73830 8.77095
C 3.39849 -2.50510 8.44979
S 2.07050 -2.51142 9.77020
H 2.80280 3.31390 3.93397
H 3.39087 1.60056 4.24991
H 2.61113 2.58687 5.68543
H 0.95257 1.93402 3.06471
H 0.31041 2.53312 4.69845
H 1.84177 -0.04334 5.23341
H 0.64484 -0.26628 3.77892
H -0.99624 -0.40657 5.29638
H -1.27041 2.03681 7.55747
H -0.92254 1.94035 10.19238
H 0.59518 -0.12889 11.32866
H 0.95054 -2.93606 6.96985
H 3.45125 -1.89550 4.77977
H 6.09548 -2.32730 5.21055
H 7.00257 -2.87146 7.71282
H 5.23742 -2.95392 9.85192
C -1.98787 -4.82085 -0.82798
O -1.18098 -3.93202 -1.58765
C -1.91730 -2.92322 -2.27699
C -1.76156 -1.55561 -1.60248
N -2.46166 -1.50166 -0.31881
C -2.06723 -0.38586 0.54667
C -0.58210 -0.22048 0.91245
O -0.07275 -1.21012 1.80034
C 0.22151 -2.45726 1.19235
H -1.38381 -5.69455 -0.57553
H -2.31267 -4.36041 0.10968
H -2.85917 -5.15633 -1.39553
H -2.97291 -3.19334 -2.40495
H -1.47609 -2.85450 -3.27577
H -2.16421 -0.77984 -2.26144
H -0.68881 -1.37804 -1.48486
H -2.29712 -2.36282 0.18742
H -2.62794 -0.50584 1.47899
H -2.41854 0.54393 0.08568
H -0.49245 0.72723 1.45411
H 0.06558 -0.11832 0.03521
H 0.63200 -2.34324 0.18576
H -0.67040 -3.08440 1.18394
H 0.96535 -2.96776 1.80920
C 2.03509 3.79214 -5.13754
O 2.43643 2.53951 -4.60075
C 3.82712 2.45558 -4.29707
C 4.07563 2.52135 -2.78545
N 3.81322 3.85716 -2.25061
C 3.66921 3.91671 -0.79237
C 2.61879 3.02032 -0.11372
O 1.26791 3.39757 -0.35501
C 0.76239 3.01782 -1.62449
H 1.04707 3.66764 -5.58501
H 1.95107 4.55177 -4.35490
H 2.72403 4.13574 -5.91285
H 4.41656 3.20670 -4.83698
H 4.15534 1.47225 -4.64676
H 5.11669 2.25251 -2.57815
H 3.43172 1.76776 -2.32337
H 2.96312 4.22031 -2.66323
H 3.42664 4.95572 -0.54882
H 4.64723 3.70875 -0.34440
H 2.76008 3.12840 0.96700
H 2.76618 1.95531 -0.32317
H 1.13692 2.04272 -1.94738
H 0.99139 3.78951 -2.36011
H -0.32648 2.95827 -1.55212
C -6.45448 1.04661 -7.20478
O -6.37935 -0.33822 -6.89623
C -5.92046 -1.15016 -7.97489
C -4.47855 -1.61993 -7.74868
N -3.52362 -0.51969 -7.87854
C -2.19300 -0.79358 -7.32642
C -2.07542 -1.22942 -5.85544
O -2.36003 -0.20779 -4.90629
C -3.74088 0.05252 -4.71314
H -7.06180 1.53172 -6.43819
H -5.46477 1.51232 -7.18733
H -6.92507 1.21633 -8.17609
H -6.03680 -0.65490 -8.94662
H -6.56264 -2.03582 -7.98274
H -4.23154 -2.39491 -8.48174
H -4.44242 -2.07049 -6.75283
H -3.89293 0.29890 -7.41129
H -1.61375 0.12704 -7.44748
H -1.71286 -1.55218 -7.95442
H -1.02670 -1.49625 -5.68667
H -2.64795 -2.13593 -5.63107
H -4.34626 -0.85669 -4.75687
H -4.08419 0.78809 -5.44118
H -3.86641 0.49936 -3.72363
```

Summary:
Structure (SMILES)   CCCNc1cccc2c1Nc1ccccc1S2.COCCNCCOC.COCCNCCOC.COCCNCCOC
E_tot   -65768.013 eV
Lowest unoccupied orbital energy   0.47 eV
HOMO-LUMO gap   8.489 eV

---

Number 1: highest occupied orbital energy -2.96 eV. Number 2: highest occupied orbital energy -7.70 eV. Number 3: highest occupied orbital energy -8.02 eV.